No. 1
Computed, not measured: C39H31Cl3LaN14O3SSeSi as an isolated structure, with wB97M-V/def2-TZVPD.

Each line ends with the Mulliken charge.
Atoms and positions in Å:
1 La 12.181 15.229 12.872  1.931
2 N 8.956 11.667 14.529  0.080
3 C 9.413 12.823 14.078  -1.200
4 N 10.630 13.087 13.745  0.122
5 C 11.545 12.079 13.852  0.223
6 N 12.817 12.275 13.998  -1.083
7 N 13.141 13.536 14.417  0.924
8 C 14.265 13.689 15.060  -0.956
9 C 14.563 14.992 15.627  0.834
10 C 15.797 15.189 16.356  -1.047
11 C 15.959 16.410 16.986  -0.284
12 C 14.924 17.336 16.886  -0.748
13 C 13.865 17.091 16.011  -0.084
14 N 13.632 15.923 15.425  0.049
15 C 11.080 10.673 14.008  0.221
16 C 11.871 9.547 13.798  -0.253
17 C 11.300 8.280 13.849  -0.766
18 C 9.949 8.129 14.137  -0.483
19 C 9.180 9.231 14.479  -0.800
20 C 9.739 10.496 14.368  0.067
21 H 8.140 11.555 15.075  0.311
22 H 8.649 13.590 14.008  1.175
23 H 14.946 12.892 15.176  0.426
24 H 16.559 14.412 16.312  0.421
25 H 16.907 16.712 17.459  0.413
26 H 14.941 18.285 17.451  0.383
27 H 13.238 17.934 15.730  0.370
28 H 12.948 9.667 13.677  0.445
29 H 11.955 7.458 13.628  0.431
30 H 9.450 7.148 14.230  0.362
31 H 8.177 9.119 14.717  0.534
32 S 7.770 12.962 6.194  0.176
33 N 7.671 14.288 7.173  -0.664
34 C 8.728 14.293 8.011  0.636
35 C 9.036 15.309 9.035  0.350
36 C 8.106 16.334 9.265  -0.906
37 C 8.420 17.096 10.386  -0.882
38 C 9.464 16.739 11.230  -0.399
39 N 10.309 15.697 11.062  1.393
40 C 10.108 14.942 9.904  -0.347
41 C 11.001 13.856 9.616  -0.874
42 N 12.085 13.736 10.467  0.297
43 C 12.955 12.792 10.166  -0.488
44 C 12.863 11.924 9.074  -1.104
45 C 11.791 12.050 8.179  -0.638
46 C 10.832 12.988 8.517  0.329
47 C 9.618 13.153 7.764  0.963
48 N 9.209 12.384 6.796  -0.688
49 H 7.308 16.466 8.601  0.635
50 H 7.784 17.947 10.728  0.454
51 H 9.662 17.423 12.041  0.457
52 H 13.813 12.714 10.806  0.550
53 H 13.642 11.200 8.962  0.504
54 H 11.666 11.519 7.236  0.534
55 C 7.635 14.614 18.546  -1.319
56 C 6.691 15.636 17.904  -1.393
57 C 7.177 16.276 16.628  2.761
58 C 6.075 17.271 16.150  -1.206
59 C 6.113 17.780 14.728  -1.070
60 C 8.495 17.045 16.750  -0.314
61 O 8.534 18.180 17.167  -0.610
62 N 9.627 16.304 16.342  0.157
63 C 9.510 15.913 15.005  -0.085
64 O 10.461 16.181 14.194  -0.189
65 N 8.357 15.409 14.638  -0.317
66 C 7.378 15.217 15.536  -0.285
67 O 6.616 14.277 15.411  -0.690
68 H 7.113 13.650 18.640  0.316
69 H 7.928 14.893 19.580  0.322
70 H 8.554 14.343 18.084  0.322
71 H 6.373 16.446 18.544  0.552
72 H 5.829 15.066 17.599  0.397
73 H 6.095 18.108 16.853  0.481
74 H 5.156 16.745 16.317  0.493
75 H 5.725 18.837 14.702  0.381
76 H 5.366 17.211 14.138  0.307
77 H 7.091 17.900 14.249  0.096
78 H 10.488 16.794 16.540  0.302
79 Cl 11.734 19.852 10.345  -0.305
80 Si 13.119 19.053 11.786  0.361
81 Cl 14.946 19.702 11.080  -0.233
82 Cl 12.232 19.792 13.465  -0.219
83 Se 12.621 17.733 8.558  0.119
84 N 14.237 17.102 8.844  -0.716
85 C 14.770 16.519 9.887  -0.150
86 C 16.023 15.879 9.752  -0.223
87 C 16.545 15.143 10.761  -1.090
88 C 15.657 14.882 11.831  -0.302
89 N 14.532 15.530 12.132  0.076
90 C 14.056 16.422 11.220  0.736
91 N 13.119 17.395 11.603  -0.084
92 H 16.516 16.098 8.799  0.500
93 H 17.537 14.648 10.810  0.380
94 H 16.045 14.361 12.678  0.435

Atomic forces in eV per Å
La -1.720 0.825 0.205
N 1.837 -1.905 -0.342
C -2.041 0.550 0.298
N 0.927 0.118 -0.537
C 0.137 -1.259 0.943
N 1.021 -0.776 0.367
N 1.423 0.227 0.813
C -2.020 0.250 -1.286
C 1.575 -0.286 0.914
C -1.696 -0.141 -1.275
C 0.342 0.366 0.021
C 0.017 0.438 0.109
C -0.006 0.774 0.315
N 0.612 0.546 -0.250
C -0.426 0.532 -0.683
C 0.157 -0.229 0.309
C 0.418 0.647 -0.273
C -0.609 -0.506 0.839
C 1.752 0.181 -0.760
C 0.142 0.698 -0.151
H -1.278 0.538 0.057
H 0.254 0.263 0.050
H 0.643 -1.108 0.230
H -0.214 0.222 0.211
H -0.634 -0.440 0.034
H 0.165 -0.546 -0.614
H -0.332 -0.280 0.222
H -0.360 0.007 -0.276
H -0.096 -0.455 0.079
H 0.614 0.522 -0.306
H -1.752 -0.184 0.482
S 1.654 0.796 1.719
N 0.987 -0.278 0.745
C -0.197 -0.703 -1.642
C -0.453 -2.318 -0.362
C 2.867 -0.015 2.067
C -1.635 0.581 -0.160
C 1.143 -0.492 -0.352
N -1.237 -0.029 -1.775
C -1.727 2.792 1.158
C 1.645 -0.928 0.672
N -1.118 0.169 -0.816
C -0.094 -0.342 -0.277
C -0.762 0.308 -0.682
C 1.082 -0.063 0.965
C -0.356 0.918 0.597
C -1.390 1.615 -0.252
N -0.841 -0.547 -0.858
H -1.079 0.326 -0.692
H 0.629 -0.734 -0.526
H 0.113 -0.321 0.435
H 0.332 -0.083 0.373
H 0.254 -0.253 -0.297
H 0.171 -0.236 0.421
C -0.664 -0.372 1.938
C 0.698 -0.514 -0.217
C 0.369 0.555 -1.627
C 0.743 0.013 0.751
C -1.145 1.491 -0.667
C -1.249 0.267 0.869
O 0.747 -0.738 -0.031
N 0.684 0.744 0.240
C -1.291 0.540 -0.470
O 0.041 -0.385 0.645
N 1.874 0.328 -1.388
C -0.932 -0.058 0.710
O -0.291 -0.340 0.231
H 0.015 0.271 0.099
H -0.250 -0.028 -0.521
H 0.758 0.337 -0.990
H 0.025 -0.002 0.558
H -0.554 0.099 -0.060
H 0.091 -0.135 -0.006
H -0.638 -0.194 0.012
H 0.179 -0.944 0.180
H 0.950 0.140 -0.161
H -0.119 -0.644 0.108
H 0.165 0.189 -0.074
Cl 0.339 0.147 0.951
Si -0.544 -0.505 -2.209
Cl -0.383 0.275 0.753
Cl 0.589 -0.186 0.193
Se 0.797 -0.857 -0.234
N -0.522 0.961 -1.319
C -1.527 -1.054 2.213
C -0.094 1.239 -1.427
C -0.543 -1.520 1.585
C 1.769 0.503 0.483
N -0.481 0.911 -1.414
C 1.416 2.910 -1.028
N 0.791 -2.617 0.810
H 0.063 -0.231 0.410
H -0.846 0.534 -0.404
H 0.131 -0.885 0.304

Properties
- Net charge: +1
- HOMO-LUMO gap (alpha / beta): 5.63 / 6.24 eV
- LUMO energy (alpha / beta): -3.700 / -3.734 eV
- HOMO energy (alpha / beta): -9.3 / -10.0 eV
- Energy relative to the best compared isomer or geometry (same formula, charge and spin): 0.000 eV
- Multiplicity: 1

=====

No. 2
Computed, not measured: C39H31ClGeIN4O2STl as an isolated structure, with wB97M-V/def2-TZVPD.

Each line ends with the Mulliken charge.
Atoms and positions in Å:
1 Tl -0.158 -2.315 1.983  0.640
2 N -3.038 -5.577 3.022  -0.543
3 C -2.787 -4.260 2.659  0.347
4 S -2.255 -3.173 3.862  -0.454
5 N -3.102 -4.026 1.392  -1.150
6 N -2.667 -2.834 0.943  0.630
7 C -3.202 -2.355 -0.130  -0.273
8 C -4.311 -3.037 -0.875  -0.195
9 C -5.572 -2.456 -0.964  0.069
10 C -6.613 -3.097 -1.626  -0.671
11 C -6.405 -4.337 -2.210  -0.314
12 C -5.154 -4.936 -2.112  -0.661
13 C -4.122 -4.294 -1.445  -0.014
14 C -2.648 -1.059 -0.611  0.833
15 C -3.056 -0.529 -1.928  -0.879
16 C -2.638 0.680 -2.340  -1.128
17 C -1.577 1.387 -1.628  0.518
18 C -1.237 0.746 -0.237  -0.851
19 N -1.919 -0.395 0.193  -0.194
20 H -2.536 -5.848 3.852  0.248
21 H -2.985 -6.224 2.250  0.254
22 H -5.738 -1.491 -0.498  0.454
23 H -7.588 -2.626 -1.682  0.361
24 H -7.213 -4.839 -2.731  0.365
25 H -4.983 -5.909 -2.558  0.351
26 H -3.154 -4.766 -1.349  0.403
27 H -3.810 -1.062 -2.489  0.364
28 H -3.099 1.156 -3.200  0.426
29 H -1.542 2.463 -1.742  0.344
30 H -0.972 1.411 0.574  0.071
31 C -0.281 0.664 -1.358  0.492
32 Ge 1.464 1.478 -1.274  0.601
33 C 1.891 2.854 0.029  1.135
34 C 0.897 3.549 0.717  0.130
35 C 1.227 4.493 1.681  -0.993
36 C 2.558 4.757 1.972  -0.544
37 C 3.556 4.085 1.280  -0.644
38 C 3.224 3.146 0.314  -0.782
39 C 2.735 0.132 -1.910  0.402
40 C 2.423 -0.497 -3.116  -0.433
41 C 3.207 -1.533 -3.611  -0.890
42 C 4.323 -1.955 -2.903  -0.405
43 C 4.649 -1.334 -1.704  -0.760
44 C 3.860 -0.304 -1.211  -0.464
45 C 1.455 2.731 -2.879  0.152
46 C 0.652 3.878 -2.828  -0.158
47 C 0.666 4.838 -3.831  -0.863
48 C 1.508 4.685 -4.926  -0.405
49 C 2.330 3.571 -4.995  -0.696
50 C 2.303 2.614 -3.984  -0.352
51 H -0.221 -0.332 -1.793  0.393
52 H -0.149 3.336 0.528  0.162
53 H 0.441 5.009 2.221  0.401
54 H 2.813 5.466 2.750  0.406
55 H 4.597 4.280 1.506  0.393
56 H 4.016 2.616 -0.206  0.239
57 H 1.551 -0.180 -3.679  0.511
58 H 2.942 -2.012 -4.547  0.368
59 H 4.924 -2.777 -3.273  0.370
60 H 5.510 -1.669 -1.137  0.376
61 H 4.097 0.140 -0.252  0.374
62 H 0.007 4.043 -1.971  0.204
63 H 0.032 5.714 -3.752  0.384
64 H 1.532 5.435 -5.709  0.338
65 H 3.004 3.448 -5.836  0.383
66 H 2.966 1.761 -4.062  0.324
67 Cl 1.537 -0.031 1.152  -0.514
68 I 1.218 3.702 5.840  -0.029
69 C 1.403 1.636 5.518  0.151
70 C 2.581 0.999 5.885  -0.501
71 C 2.677 -0.375 5.719  -0.529
72 C 1.630 -1.110 5.173  0.169
73 C 0.469 -0.442 4.813  0.194
74 C 0.338 0.932 4.986  -0.717
75 C 1.792 -2.618 4.995  0.204
76 O 2.478 -3.193 5.849  -0.765
77 O 1.230 -3.111 3.978  -0.595
78 H 3.406 1.565 6.297  0.348
79 H 3.568 -0.908 6.023  0.402
80 H -0.378 -1.007 4.439  0.305
81 H -0.577 1.434 4.704  0.380

Atomic forces in eV per Å
Tl 0.548 -0.230 -0.367
N 0.112 0.161 0.253
C -0.396 -0.098 -0.174
S -0.259 -0.196 0.100
N 0.226 -0.137 -0.051
N -0.799 0.186 -0.252
C -0.001 -0.167 -0.031
C 0.148 -0.048 0.211
C -0.045 0.084 0.000
C 0.040 0.002 -0.010
C 0.040 0.008 0.036
C 0.003 0.048 -0.016
C 0.013 0.014 -0.067
C -0.550 -0.301 -0.631
C 0.104 -0.106 0.119
C 0.136 -0.069 0.205
C -0.153 -0.167 -0.143
C -0.047 0.211 0.114
N 0.285 0.433 0.562
H -0.017 -0.036 0.026
H -0.014 0.022 -0.032
H -0.001 -0.003 -0.022
H 0.012 0.006 0.007
H 0.006 -0.003 0.006
H -0.002 0.002 0.015
H 0.019 -0.022 0.009
H -0.041 -0.033 0.008
H 0.000 -0.010 0.007
H 0.010 0.039 0.017
H 0.007 -0.049 0.007
C -0.259 -0.083 0.031
Ge 0.234 0.249 -0.590
C 0.100 -0.144 0.282
C 0.098 0.055 0.035
C -0.021 -0.010 -0.048
C -0.003 -0.022 -0.022
C -0.024 0.020 -0.018
C -0.077 0.054 0.010
C 0.102 -0.092 0.172
C 0.072 -0.037 0.052
C 0.007 0.023 0.027
C -0.026 0.018 0.009
C 0.001 0.035 -0.035
C -0.010 0.075 -0.017
C 0.077 0.129 -0.050
C 0.009 -0.071 -0.087
C 0.008 -0.035 0.004
C 0.009 -0.001 0.018
C -0.018 -0.017 0.034
C -0.074 0.060 -0.014
H -0.045 0.016 -0.027
H 0.018 0.021 0.011
H 0.017 -0.031 0.013
H 0.003 0.011 -0.005
H 0.010 -0.001 0.009
H -0.004 0.003 0.007
H -0.011 -0.019 0.004
H -0.019 -0.023 0.004
H 0.017 0.010 -0.014
H -0.006 -0.005 0.008
H -0.058 -0.058 0.017
H 0.021 0.028 0.026
H -0.011 -0.006 0.000
H -0.006 0.002 -0.008
H 0.004 -0.007 -0.001
H 0.014 0.020 0.006
Cl 0.316 0.261 0.004
I 0.004 0.043 -0.027
C 0.060 -0.050 0.030
C -0.073 -0.027 -0.053
C -0.032 0.086 0.006
C 0.020 0.147 0.069
C -0.137 0.041 0.076
C 0.063 -0.067 0.027
C -0.102 -0.109 -0.392
O 0.189 -0.134 0.180
O 0.104 0.089 0.380
H 0.011 0.019 0.012
H 0.016 -0.008 0.001
H 0.044 -0.001 -0.062
H -0.011 0.003 0.003

Properties
- Net charge: -2
- HOMO-LUMO gap: 5.50 eV
- LUMO energy: 3.608 eV
- HOMO energy: -1.9 eV
- Energy relative to the best compared isomer or geometry (same formula, charge and spin): 0.358 eV
- Multiplicity: 1

=====

No. 3
Computed, not measured: C39H31ClN6O4SSc as an isolated structure, with wB97M-V/def2-TZVPD.

Each line ends with the Mulliken charge.
Atoms and positions in Å:
1 Sc 0.102 0.021 0.171  -1.156
2 C -4.723 0.637 -0.059  -1.653
3 C -3.944 1.596 -0.918  0.988
4 C -4.603 2.255 -1.947  -0.791
5 C -3.932 3.112 -2.804  -0.894
6 C -2.572 3.284 -2.636  -1.152
7 C -1.872 2.632 -1.623  1.354
8 C -0.369 2.835 -1.673  -1.673
9 C -2.564 1.810 -0.721  0.183
10 N -1.903 1.115 0.322  1.360
11 C -2.425 1.199 1.561  -0.115
12 O -3.285 1.959 2.004  -0.759
13 C -1.813 0.184 2.508  0.414
14 C -2.043 0.185 3.870  -0.529
15 C -1.384 -0.764 4.640  -0.684
16 C -0.551 -1.700 4.034  -0.564
17 C -0.404 -1.642 2.666  0.507
18 N -1.017 -0.711 1.940  0.284
19 C 0.402 -2.638 1.864  -0.258
20 O 0.736 -3.691 2.410  -0.795
21 N 0.601 -2.217 0.605  1.041
22 C 1.248 -3.128 -0.275  -0.382
23 C 2.608 -3.447 -0.131  1.503
24 C 3.398 -3.021 1.075  -1.663
25 C 3.233 -4.200 -1.124  -0.624
26 C 2.531 -4.663 -2.225  -1.059
27 C 1.175 -4.391 -2.326  -0.688
28 C 0.520 -3.634 -1.360  1.080
29 C -0.965 -3.400 -1.474  -1.715
30 H -5.616 0.303 -0.590  0.539
31 H -4.123 -0.240 0.192  0.145
32 H -5.023 1.102 0.882  0.323
33 H -5.667 2.079 -2.079  0.395
34 H -4.459 3.630 -3.597  0.382
35 H -2.023 3.936 -3.307  0.412
36 H -0.167 3.858 -1.996  0.631
37 H 1.355 2.670 -0.566  0.506
38 H 0.031 2.165 -2.434  0.386
39 H -2.708 0.930 4.285  0.517
40 H -1.524 -0.780 5.715  0.406
41 H -0.030 -2.471 4.583  0.558
42 H 3.108 -2.031 1.424  0.057
43 H 3.207 -3.707 1.902  0.400
44 H 4.469 -3.016 0.858  0.431
45 H 4.291 -4.427 -1.021  0.369
46 H 3.035 -5.233 -2.998  0.422
47 H 0.610 -4.762 -3.175  0.343
48 H -1.328 -3.731 -2.449  0.405
49 H -1.499 -3.958 -0.700  0.411
50 H -1.229 -2.353 -1.348  0.095
51 Cl 3.001 -2.875 -5.981  -0.271
52 C 2.099 -2.052 -4.724  0.067
53 C 0.725 -1.875 -4.859  -0.699
54 C 0.014 -1.254 -3.855  -0.529
55 C 0.644 -0.793 -2.689  -0.284
56 O -0.067 -0.216 -1.743  -0.028
57 C 2.037 -0.960 -2.575  0.914
58 C 2.806 -0.506 -1.417  -0.048
59 N 2.330 -0.001 -0.347  1.646
60 C 3.183 0.496 0.690  0.106
61 C 4.558 0.325 0.739  -0.721
62 C 5.319 0.957 1.713  -1.246
63 C 4.684 1.806 2.612  -0.728
64 C 3.307 1.976 2.589  0.678
65 C 2.607 2.931 3.434  -1.206
66 C 1.309 3.162 3.256  -0.874
67 C 0.515 2.380 2.266  0.289
68 N 1.146 1.253 1.691  0.889
69 C 2.511 1.247 1.674  0.316
70 C 2.744 -1.595 -3.602  -1.197
71 H 0.221 -2.239 -5.747  0.422
72 H -1.059 -1.114 -3.931  0.475
73 H 3.885 -0.606 -1.529  0.019
74 H 5.055 -0.312 0.017  0.336
75 H 6.391 0.809 1.751  0.386
76 H 5.267 2.364 3.340  0.385
77 H 3.177 3.488 4.171  0.347
78 H 0.786 3.919 3.830  0.471
79 H -0.454 2.137 2.692  -0.027
80 H 3.814 -1.742 -3.497  0.368
81 O 0.956 4.718 0.813  -0.733
82 S -0.054 3.613 0.840  0.399
83 N 0.357 2.512 -0.431  -0.612

Atomic forces in eV per Å
Sc -0.025 0.473 0.879
C -0.086 0.008 -0.103
C -0.159 -0.014 0.044
C -0.025 0.002 -0.040
C -0.024 -0.016 0.046
C 0.028 0.005 -0.010
C 0.107 0.031 -0.028
C -0.032 -0.149 0.148
C 0.109 -0.092 0.175
N -0.030 -0.040 0.101
C 0.066 -0.096 -0.128
O 0.053 0.139 0.043
C -0.061 0.038 -0.200
C -0.015 -0.084 0.187
C 0.015 -0.027 0.003
C -0.194 0.025 0.224
C -0.093 -0.062 -0.237
N -0.020 0.050 0.385
C 0.033 0.070 -0.095
O 0.065 -0.026 -0.086
N -0.058 -0.091 0.238
C 0.144 0.238 0.061
C -0.005 -0.009 -0.031
C -0.023 -0.008 -0.039
C -0.033 -0.031 0.004
C -0.021 -0.001 0.019
C 0.005 -0.044 -0.006
C -0.048 -0.053 -0.062
C 0.048 -0.112 0.045
H 0.019 -0.007 -0.014
H -0.011 0.001 -0.010
H 0.020 -0.028 -0.083
H 0.050 0.008 0.006
H 0.013 -0.020 0.017
H -0.015 -0.009 0.011
H 0.009 0.115 0.014
H 0.069 -0.148 -0.066
H 0.044 -0.050 -0.053
H 0.012 -0.020 0.010
H 0.013 0.005 -0.019
H -0.020 -0.002 0.008
H -0.017 0.056 -0.005
H -0.004 -0.016 0.002
H -0.052 0.010 0.008
H -0.043 0.011 0.004
H -0.023 0.025 0.025
H 0.018 0.012 0.027
H 0.018 -0.015 0.033
H 0.027 0.015 0.001
H -0.001 0.098 -0.003
Cl -0.078 0.062 0.107
C -0.076 0.014 -0.071
C 0.025 -0.047 -0.027
C -0.105 0.032 -0.107
C -0.284 0.277 0.213
O 0.129 -0.437 -1.308
C 0.320 -0.005 0.190
C 0.006 -0.099 -0.311
N 0.079 0.048 0.196
C -0.125 -0.177 -0.314
C 0.151 -0.030 -0.027
C -0.096 0.011 0.022
C 0.016 0.058 0.005
C -0.049 0.116 0.085
C 0.162 -0.035 -0.010
C -0.127 -0.018 -0.037
C 0.162 0.046 -0.133
N 0.425 -0.050 0.176
C -0.170 0.031 -0.023
C 0.174 0.032 0.073
H 0.015 0.019 0.027
H 0.060 -0.006 -0.018
H 0.047 -0.018 -0.092
H -0.005 0.029 0.030
H -0.044 0.008 -0.001
H -0.046 -0.037 -0.040
H -0.030 -0.025 -0.013
H 0.025 -0.027 -0.005
H -0.099 -0.060 -0.017
H -0.064 0.009 -0.005
O -0.223 -0.350 -0.023
S 0.241 0.184 0.046
N -0.262 0.286 -0.039

Properties
- Net charge: -1
- HOMO-LUMO gap: 6.49 eV
- LUMO energy: 2.015 eV
- HOMO energy: -4.5 eV
- Energy relative to the best compared isomer or geometry (same formula, charge and spin): 0.000 eV
- Multiplicity: 1

=====

no.,maximum force (Eh/bohr),total energy (eV)
1,0.0687,-190438.5350
2,0.0173,-143671.4038
3,0.0269,-102144.2495